C7H10NO2 | the ωB97M-V functional and the def2-TZVPD basis

**F_max**: 4.01 eV Å⁻¹
**Energy**: -477.5483 Eh
**Lowest unoccupied orbital energy**: -6.36 eV
**Highest occupied orbital energy**: -12.7 eV

```
! RIJCOSX wB97M-V def2-TZVPD def2/J DEFGRID3
* xyz 1 1
C 0.5122 2.4508 -2.0864
C 0.0977 2.2589 -0.7447
C 1.6192 -1.5327 0.6483
C 0.0685 1.5849 -3.0917
C -0.8553 1.3585 -0.4469
C -1.1682 0.7901 -2.6311
C -0.5636 -2.0285 1.3793
N 0.5042 -1.1403 0.9761
O 0.1280 0.2031 -2.7332
O -1.6455 0.7939 -1.3673
H 0.9934 3.4095 -2.2871
H 0.4392 2.9415 0.1376
H 1.9562 -2.4784 0.5046
H 2.4103 -0.7992 0.4786
H 0.1890 1.8740 -4.0974
H -0.9128 0.8909 0.5438
H -1.9533 0.5991 -3.3918
H -0.1525 -3.0194 1.4761
H -1.2972 -1.9902 0.5710
H -0.9882 -1.7184 2.3737
*
```